# 1
Formula: C8H32N16O8
Source: the Open Molecules 2025 dataset
Level of theory: the ωB97M-V functional and the def2-TZVPD basis

Its multiplicity is 2. The value obtained for the LUMO energy (alpha / beta) is -2.86 / -8.56 eV. The calculation puts the HOMO energy (alpha / beta) at -11.86 / -11.86 eV. Its net charge is +1. The HOMO-LUMO gap (alpha / beta) is 0.3306 / 0.1212 hartree.

CARTESIAN COORDINATES (ANGSTROEM)
C (-3.73424, 4.92272, -12.44859)
O (-4.77299, 5.35245, -12.85436)
N (-3.59476, 3.76900, -11.90019)
N (-2.58707, 5.41725, -12.50319)
H (-2.65804, 3.49151, -11.64396)
H (-4.42973, 3.28164, -11.60794)
H (-2.57521, 6.40777, -12.70022)
H (-1.74874, 4.87669, -12.34474)
C (4.17005, 0.43715, -11.87562)
O (5.01484, -0.17669, -12.44882)
N (3.22227, 1.21005, -12.36505)
N (3.93382, 0.09788, -10.61016)
H (3.09409, 1.31687, -13.36118)
H (2.62524, 1.75455, -11.75910)
H (4.51967, -0.68908, -10.37023)
H (3.00084, 0.28552, -10.27187)
C (-0.96924, 4.28940, -15.49074)
O (-0.13620, 5.07645, -15.54350)
N (-2.00368, 4.15407, -16.21366)
N (-0.90843, 3.22224, -14.77559)
H (-2.63872, 3.37018, -16.16529)
H (-2.18468, 4.99095, -16.74936)
H (-1.60296, 2.49715, -14.88508)
H (-0.38374, 3.32519, -13.91874)
C (-0.24081, 2.71332, -11.20674)
O (-0.63306, 3.84355, -11.48686)
N (-0.89063, 1.53126, -11.37394)
N (0.97149, 2.63615, -10.80181)
H (-1.65810, 1.62908, -12.02319)
H (-0.36863, 0.69222, -11.16509)
H (1.23224, 1.68361, -10.59024)
H (1.58693, 3.43062, -10.90259)
C (0.09509, -1.06140, -9.84674)
O (0.70998, -0.03496, -9.46061)
N (-0.18741, -2.07899, -9.17029)
N (-0.31953, -1.21734, -11.06599)
H (-0.59972, -2.87039, -9.64336)
H (0.15595, -2.14758, -8.22293)
H (-0.14722, -0.63101, -11.87011)
H (-0.88467, -2.04348, -11.20095)
C (-0.97856, 6.69291, -8.97843)
O (-0.59981, 7.76729, -8.52643)
N (-0.44889, 5.59469, -8.64978)
N (-2.08482, 6.53413, -9.73786)
H (0.33944, 5.35241, -8.06674)
H (-0.85260, 4.69809, -8.88050)
H (-2.29476, 5.58368, -10.00743)
H (-2.56132, 7.35638, -10.07988)
C (-4.53780, 0.29458, -14.13861)
O (-4.93421, 1.44200, -14.31804)
N (-4.10313, -0.23377, -13.04711)
N (-4.81613, -0.59901, -14.99284)
H (-4.25069, -1.22026, -12.88849)
H (-4.10530, 0.43427, -12.28960)
H (-5.24216, -0.27159, -15.84806)
H (-4.51791, -1.55763, -14.88233)
C (3.12529, 5.77340, -9.66213)
O (3.10434, 6.55287, -8.74396)
N (4.11401, 4.89194, -9.85814)
N (2.20938, 5.66007, -10.59795)
H (4.22809, 4.48154, -10.77392)
H (4.93264, 4.92147, -9.26731)
H (2.43096, 5.34032, -11.53003)
H (1.42956, 6.26631, -10.38712)

Atomic forces in eV per Å
-4.85 -2.42 -0.13
-1.64 1.98 -0.96
-0.90 -4.96 2.60
5.96 6.64 -1.07
-0.21 -0.49 0.34
0.24 -0.32 -0.17
0.68 0.19 -0.50
0.92 -0.23 0.02
-0.27 -2.40 0.88
2.12 -0.07 -2.48
-2.09 2.64 -2.04
-0.17 0.44 2.31
0.37 0.11 0.23
0.46 -0.29 -0.52
-0.53 0.10 0.69
0.38 -0.75 0.71
-1.13 -3.07 -0.17
4.79 6.16 0.13
-5.15 2.24 -4.85
1.62 -5.01 5.32
-0.07 0.74 -0.17
-0.66 -0.57 -0.59
0.35 0.15 0.61
0.08 -0.66 -0.14
-0.37 -0.01 -0.99
-2.62 1.32 -0.86
-0.78 1.65 -0.15
2.93 -1.62 1.35
0.01 -0.90 0.11
-0.79 0.70 0.12
0.83 0.19 0.72
-0.09 0.03 0.65
3.07 5.18 -0.32
-0.38 -0.65 -0.43
-0.88 -4.49 4.61
-1.80 -0.78 -4.59
0.29 -0.11 0.84
-0.25 -0.21 -0.11
0.31 -0.68 0.24
0.12 0.45 -0.86
-0.17 4.36 1.35
-0.49 0.50 -0.88
2.54 -7.09 1.31
-1.04 0.11 -1.63
0.22 1.58 0.18
-0.35 0.30 -0.49
-0.66 0.36 -0.15
-0.18 -0.23 0.11
-2.87 3.13 -0.69
1.26 1.39 0.62
2.65 -0.21 4.90
-0.85 -3.87 -5.08
0.06 0.45 0.40
-0.01 -0.69 0.37
0.09 -0.46 0.03
-0.19 0.24 -0.49
2.44 0.17 1.05
-0.72 0.41 0.97
1.94 -1.48 -0.09
-3.22 0.20 -1.58
0.20 -0.04 0.32
-0.18 0.17 -0.16
-0.25 0.49 0.13
-0.08 0.01 -0.91

# 2
Formula: C8H32N9O11
Source: the Open Molecules 2025 dataset
Level of theory: the ωB97M-V functional and the def2-TZVPD basis

The value obtained for the LUMO energy is 2.48 eV. The calculation puts the HOMO energy at -7.34 eV. Its net charge is -1. The HOMO-LUMO gap is 0.3607 hartree.

CARTESIAN COORDINATES (ANGSTROEM)
N (-0.02749, -0.23264, 0.05188)
O (0.13778, -1.37515, -0.39046)
O (0.02587, -0.03211, 1.28413)
O (-0.31371, 0.71031, -0.70716)
C (-1.73372, -4.71192, -1.39119)
O (-1.58938, -5.60406, -0.28265)
H (-1.31777, -3.72160, -1.16788)
H (-1.11558, -5.10481, -2.19525)
H (-2.77531, -4.59110, -1.68425)
H (-2.30001, -5.42039, 0.33718)
C (1.58164, 3.07483, 1.85394)
O (2.08688, 1.78319, 2.20656)
H (0.78763, 3.39476, 2.52824)
H (2.43019, 3.75289, 1.94880)
H (1.22604, 3.06012, 0.82041)
H (1.31247, 1.21067, 2.29791)
C (-1.78641, 3.79852, 0.05968)
O (-1.85456, 2.72874, 0.97498)
H (-2.04811, 4.73801, 0.53687)
H (-0.79239, 3.89725, -0.39884)
H (-2.44475, 3.62219, -0.80283)
H (-1.60227, 1.93431, 0.48615)
C (3.02612, 1.53123, -0.70878)
O (2.65960, 1.02024, -2.00124)
H (4.10766, 1.65455, -0.63466)
H (2.50321, 2.46984, -0.54293)
H (2.70143, 0.86931, 0.09893)
H (2.90818, 0.09179, -1.97139)
C (1.31308, -3.52857, 2.35850)
O (1.73925, -4.39938, 3.10434)
N (1.76807, -2.23781, 2.36960)
N (0.30824, -3.75525, 1.45542)
H (2.42123, -1.89047, 3.04421)
H (1.26246, -1.55770, 1.81783)
H (0.07520, -4.72967, 1.35944)
H (0.23264, -3.17244, 0.63654)
C (0.05795, 3.03766, -3.77330)
O (-0.54655, 3.77844, -4.52216)
N (0.61384, 3.37354, -2.56908)
N (0.27729, 1.69774, -4.00506)
H (1.12893, 2.64184, -2.11377)
H (0.30364, 4.21868, -2.12977)
H (0.15789, 1.30246, -4.91535)
H (0.75351, 1.26563, -3.23707)
C (-0.89728, 0.34923, 4.93294)
O (-1.26692, 0.67674, 6.04572)
N (-0.37973, -0.90941, 4.66447)
N (-0.97742, 1.13998, 3.82383)
H (0.10899, -1.09406, 3.80053)
H (-0.00656, -1.40255, 5.45640)
H (-0.75111, 0.75806, 2.92208)
H (-1.38838, 2.05109, 3.88834)
C (-1.61973, -1.88463, -3.51770)
O (-1.89559, -2.70875, -4.37348)
N (-2.53007, -1.37323, -2.62776)
N (-0.38817, -1.29935, -3.37714)
H (-2.35819, -0.56315, -2.05922)
H (-3.44721, -1.77699, -2.63027)
H (-0.20002, -0.86735, -2.48728)
H (0.33748, -1.68930, -3.94790)

Atomic forces in eV per Å
-0.71 0.10 0.19
0.37 -0.03 -0.27
0.25 -0.06 0.29
-0.02 0.04 -0.25
0.60 0.26 0.29
-0.14 0.02 -0.09
-0.18 -0.01 0.13
-0.32 -0.15 -0.16
0.02 -0.13 -0.23
0.06 0.04 0.07
0.51 -0.52 0.17
-0.31 0.32 0.24
-0.09 0.02 -0.06
-0.11 0.13 -0.10
-0.22 0.22 0.13
0.17 -0.01 -0.17
0.16 -0.27 -0.93
-0.07 0.16 0.18
-0.10 -0.07 0.21
0.01 0.02 0.42
-0.18 0.19 0.20
0.25 -0.05 0.07
-0.20 -0.42 0.12
0.15 0.03 0.37
0.00 0.22 -0.01
0.29 0.06 -0.23
0.04 0.02 -0.17
-0.15 -0.05 -0.27
0.25 -0.07 0.32
0.00 0.08 0.06
-0.34 0.40 -0.51
0.06 -0.29 0.15
0.11 -0.39 0.15
0.08 0.07 0.08
-0.04 0.03 -0.22
-0.07 0.14 0.07
0.12 -1.11 -0.29
-0.11 0.43 0.00
-0.11 0.53 -0.42
-0.18 1.08 0.25
-0.05 0.37 0.58
0.21 -0.07 0.14
-0.03 -0.16 0.07
0.17 -0.98 -0.48
0.15 -0.41 -0.37
0.04 0.19 0.13
0.07 0.07 0.07
0.17 -0.09 0.18
-0.10 0.09 0.00
-0.16 0.02 0.11
-0.22 0.18 -0.19
-0.14 -0.04 0.00
0.24 0.86 0.04
-0.06 -0.24 0.15
-0.41 -0.43 0.01
-0.51 -0.29 -0.34
0.21 -0.04 -0.03
-0.04 0.07 -0.08
0.46 -0.05 0.05
0.17 -0.03 0.17

# 3
Formula: C8H32O8
Source: the Open Molecules 2025 dataset
Level of theory: the ωB97M-V functional and the def2-TZVPD basis

The value obtained for the LUMO energy is 0.25 eV. As for the SMILES: CO.CO.CO.CO.CO.CO.CO.CO. The calculation puts the HOMO energy at -9.23 eV. Its net charge is 0. The HOMO-LUMO gap is 0.3483 hartree.

CARTESIAN COORDINATES (ANGSTROEM)
C (0.44292, -0.37603, 0.46078)
O (0.55345, -0.67166, 1.83823)
H (-0.16520, -1.11606, -0.07396)
H (-0.01086, 0.60685, 0.36146)
H (1.42080, -0.37076, -0.03471)
H (0.93122, -1.55812, 1.92620)
C (-2.56094, -1.31577, -2.17802)
O (-3.57520, -1.63539, -1.24304)
H (-1.80483, -0.64508, -1.76209)
H (-2.07327, -2.25580, -2.43758)
H (-2.97616, -0.89199, -3.09919)
H (-3.99825, -0.82678, -0.94431)
C (-2.41298, 2.74013, -2.09024)
O (-1.11563, 3.01428, -1.58444)
H (-3.07680, 3.51819, -1.72673)
H (-2.42661, 2.75870, -3.18701)
H (-2.78036, 1.76012, -1.77228)
H (-0.56232, 2.22335, -1.67677)
C (1.70956, 1.09475, -2.76365)
O (0.33550, 0.75561, -2.54495)
H (2.30700, 0.62847, -1.98533)
H (2.06387, 0.74216, -3.73509)
H (1.82873, 2.17830, -2.73799)
H (-0.05254, 0.51838, -3.39148)
C (-0.61404, 3.50440, 1.83983)
O (-0.04314, 4.22354, 0.76795)
H (-0.48328, 2.42308, 1.74448)
H (-0.11826, 3.82751, 2.75581)
H (-1.68569, 3.71254, 1.96531)
H (-0.44771, 3.90980, -0.05104)
C (4.48702, -1.57193, -0.32760)
O (5.08242, -0.31937, -0.00867)
H (4.30265, -2.15211, 0.57967)
H (3.53693, -1.36651, -0.82121)
H (5.12108, -2.15299, -0.99969)
H (6.01798, -0.35611, -0.21766)
C (-2.62056, -0.35202, 1.97112)
O (-1.83652, 0.33194, 2.92348)
H (-2.42184, -1.42936, 1.96619)
H (-3.66321, -0.18487, 2.23288)
H (-2.44698, 0.01547, 0.94946)
H (-0.92367, 0.04352, 2.79849)
C (0.97155, -3.87557, 3.05076)
O (1.72451, -3.23449, 2.02549)
H (0.80002, -3.14931, 3.84355)
H (0.00222, -4.21768, 2.68300)
H (1.52033, -4.72040, 3.47117)
H (1.73710, -3.78491, 1.23942)

Atomic forces in eV per Å
0.18 -0.28 -0.28
-0.10 0.10 0.07
-0.15 0.11 0.10
-0.02 0.02 -0.04
0.01 0.17 0.14
0.18 -0.06 -0.02
-0.02 -0.17 -0.08
-0.01 -0.06 0.04
-0.02 0.06 -0.01
0.01 0.04 0.01
0.04 0.08 0.04
0.00 0.06 0.01
0.25 -0.08 -0.20
-0.06 -0.05 0.15
-0.09 0.00 0.06
0.02 0.04 0.06
-0.03 0.06 0.14
-0.11 -0.01 -0.26
0.03 0.11 -0.20
0.04 -0.19 -0.09
0.05 0.08 0.08
-0.06 -0.07 0.08
0.08 0.00 0.12
-0.08 0.05 0.06
-0.13 0.08 0.22
0.09 0.07 0.01
-0.01 0.00 0.01
0.04 -0.05 -0.04
0.08 -0.06 -0.09
-0.08 0.00 -0.08
0.15 0.18 0.05
-0.02 0.00 -0.07
-0.03 0.00 -0.01
-0.04 -0.12 -0.02
-0.10 -0.06 -0.04
0.00 0.00 0.07
0.12 0.02 -0.01
-0.20 0.03 0.07
-0.07 0.01 0.02
-0.08 -0.05 -0.06
-0.04 0.04 0.05
0.20 -0.05 -0.10
-0.08 -0.21 0.11
0.01 0.23 0.02
0.06 0.04 -0.08
0.00 0.00 0.01
-0.01 -0.01 -0.02
-0.02 -0.11 -0.01